(1)
Entry from the Open Molecules 2025 dataset: a single C5H8N2O2 molecule (ωB97M-V/def2-TZVPD).

The value obtained for the frontier orbital gap is 9.8 eV. As for the SMILES: CC(=O)[C@H]1N=CCNO1. The value obtained for the total energy is -12386.201 eV. The HOMO energy is -9.23 eV. The value obtained for the energy above the lowest of the compared OMol25 structures with the same formula, charge and spin is 109.2 kcal per mole. The spin multiplicity is 1. The molar mass is 128.1 g/mol. The LUMO energy is 0.582 eV.

Last column: natural (NBO) charge in e.
CARTESIAN COORDINATES (ANGSTROEM)
O: 1.289 -0.800 0.223  -0.3672
O: -0.128 -0.436 2.500  -0.4905
N: -0.536 0.566 -0.486  -0.4405
N: 2.099 -0.213 -0.801  -0.3076
C: 1.749 1.174 -1.044  -0.3421
C: -2.154 -0.901 1.301  -0.7353
C: -0.682 -0.644 1.472  0.5888
C: -0.093 -0.625 0.105  0.1077
C: 0.287 1.343 -1.013  0.1466
H: -0.726 -1.457 -0.465  0.1793
H: 2.001 -0.795 -1.756  0.3317
H: -2.396 -1.906 0.992  0.2283
H: 2.076 1.613 -1.951  0.2239
H: 0.021 2.323 -1.514  0.1751
H: -2.738 -0.791 2.183  0.2320
H: -2.349 -0.239 0.546  0.2455
H: 2.280 1.789 -0.291  0.2243



(2)
Entry from the Open Molecules 2025 dataset: a single C5H8N2O2 molecule (ωB97M-V/def2-TZVPD).

The value obtained for the frontier orbital gap is 8.9 eV. The value obtained for the total energy is -12387.070 eV. The HOMO energy is -8.97 eV. The value obtained for the energy above the lowest of the compared OMol25 structures with the same formula, charge and spin is 89.2 kcal per mole. The spin multiplicity is 1. The molar mass is 128.1 g/mol. The LUMO energy is -0.085 eV.

Last column: natural (NBO) charge in e.
CARTESIAN COORDINATES (ANGSTROEM)
O: -3.169 0.080 -0.871  -0.5073
O: -0.972 -0.088 -0.805  -0.4934
N: -2.027 0.012 1.196  -0.2136
N: -0.939 -0.102 1.645  -0.0387
C: 0.095 -0.503 -0.020  0.3899
C: 0.915 1.861 -0.229  -0.6292
C: 1.297 0.421 0.007  -0.4766
C: -2.155 0.023 -0.239  0.8180
C: 0.164 -1.970 -0.091  -0.6871
H: 1.953 0.224 -0.774  0.2193
H: -0.072 -2.489 -1.076  0.2494
H: 1.090 -2.232 0.288  0.2242
H: -0.590 -2.315 0.717  0.2324
H: 0.387 2.031 -1.247  0.2328
H: 0.529 2.318 0.701  0.2235
H: 1.651 0.242 1.065  0.2364
H: 1.841 2.487 -0.267  0.2200



(3)
Entry from the Open Molecules 2025 dataset: a 2-piece molecular cluster, C5H8N2O2 overall (ωB97M-V/def2-TZVPD).

The value obtained for the frontier orbital gap (alpha / beta) is 8.1 / 8.1 eV. The value obtained for the total energy is -12387.830 eV. The HOMO energy (alpha / beta) is -7.55 / -7.54 eV. The value obtained for the energy above the lowest of the compared OMol25 structures with the same formula, charge and spin is 71.6 kcal per mole. The spin multiplicity is 1. The molar mass is 128.1 g/mol. The LUMO energy (alpha / beta) is 0.523 / 0.523 eV.

Last column: natural (NBO) charge in e.
CARTESIAN COORDINATES (ANGSTROEM)
O: -2.831 1.276 1.268  -0.5106
O: -4.080 -0.621 1.099  -0.5112
N: 0.112 -0.644 -0.963  -0.0376
N: -0.612 -1.107 -1.960  -0.5931
C: -3.467 0.337 1.170  1.0216
C: -0.044 -0.825 0.290  -0.0869
C: 1.267 0.264 -1.260  -0.2330
C: 1.028 -0.036 1.093  -0.4363
C: 1.444 0.929 0.040  -0.3982
H: -0.724 -1.654 0.646  0.2044
H: 0.865 1.942 0.052  0.2095
H: 2.159 -0.282 -1.460  0.2118
H: 1.932 -0.650 1.198  0.2004
H: 0.726 0.469 2.000  0.2288
H: 2.544 1.222 0.213  0.2122
H: 0.972 0.949 -2.047  0.2309
H: -1.289 -1.569 -1.379  0.2873



(4)
Entry from the Open Molecules 2025 dataset: C5H8N2O2 as an isolated structure (ωB97M-V/def2-TZVPD).

The value obtained for the frontier orbital gap is 7.4 eV. The value obtained for the total energy is -12385.512 eV. The HOMO energy is -8.36 eV. The value obtained for the energy above the lowest of the compared OMol25 structures with the same formula, charge and spin is 125.1 kcal per mole. The spin multiplicity is 1. The molar mass is 128.1 g/mol. The LUMO energy is -0.927 eV.

Last column: natural (NBO) charge in e.
CARTESIAN COORDINATES (ANGSTROEM)
O: -0.053 2.150 -1.123  -0.5853
O: -1.908 0.581 1.521  -0.5299
N: 1.458 -0.254 -1.757  -0.7930
N: 0.848 1.563 0.984  -0.8520
C: -1.536 0.535 0.369  0.3156
C: 0.593 -0.128 -0.731  0.1130
C: -0.404 -0.846 -0.238  -0.0152
C: -0.551 -2.046 0.594  -0.6705
C: 0.189 1.280 -0.244  0.5712
H: -2.187 0.804 -0.480  0.1487
H: 0.102 -2.828 0.185  0.2308
H: 2.131 -1.005 -1.820  0.3991
H: 1.578 0.597 -2.301  0.4122
H: 1.241 2.496 0.980  0.3934
H: -1.582 -2.403 0.618  0.2278
H: 0.312 1.356 1.821  0.4021
H: -0.231 -1.853 1.622  0.2321



(5)
Entry from the Open Molecules 2025 dataset: a single C5H8N2O2 molecule (ωB97M-V/def2-TZVPD).

The value obtained for the frontier orbital gap is 10.9 eV. As for the SMILES: CC[C@](C)(C#N)[N+](=O)[O-]. The value obtained for the total energy is -12384.805 eV. The HOMO energy is -11.57 eV. The value obtained for the energy above the lowest of the compared OMol25 structures with the same formula, charge and spin is 141.4 kcal per mole. The spin multiplicity is 1. The molar mass is 128.1 g/mol. The LUMO energy is -0.708 eV.

Last column: natural (NBO) charge in e.
CARTESIAN COORDINATES (ANGSTROEM)
O: 0.911 -1.895 -0.782  -0.3444
O: 2.462 -1.170 0.475  -0.3562
N: 1.203 2.618 -0.318  -0.3403
N: 1.335 -1.085 -0.011  0.4985
C: 0.897 1.522 -0.320  0.2371
C: -1.199 -0.058 -1.683  -0.6270
C: -0.963 -0.373 -0.213  -0.4709
C: 0.386 0.246 1.829  -0.6511
C: 0.344 -0.042 0.370  0.1528
H: 1.207 0.979 1.912  0.2621
H: -1.117 1.080 -1.842  0.2214
H: -1.604 0.199 0.379  0.2173
H: -2.186 -0.156 -2.170  0.2370
H: 0.518 -0.593 2.422  0.2382
H: -0.435 -0.726 -2.199  0.2341
H: -1.255 -1.401 -0.045  0.2507
H: -0.502 0.856 2.197  0.2404



(6)
Entry from the Open Molecules 2025 dataset: C5H8N2O2S as an isolated structure (ωB97M-V/def2-TZVPD).

The value obtained for the frontier orbital gap is 9.5 eV. The value obtained for the total energy is -23220.004 eV. The HOMO energy is -9.04 eV. The value obtained for the energy above the lowest of the compared OMol25 structures with the same formula, charge and spin is 140.5 kcal per mole. The spin multiplicity is 1. The molar mass is 160.2 g/mol. The LUMO energy is 0.425 eV.

Last column: natural (NBO) charge in e.
CARTESIAN COORDINATES (ANGSTROEM)
S: -0.936 -1.346 1.360  2.3149
O: -0.856 -1.159 2.773  -0.9196
O: -0.995 -2.655 0.796  -0.9367
N: 0.377 0.848 0.925  -0.2237
N: 0.283 -0.438 0.669  -0.5713
C: -2.383 -0.478 0.824  -0.9116
C: 1.265 1.538 0.318  0.0293
C: 1.277 0.076 -1.727  -0.2341
C: 1.981 1.213 -0.928  -0.4923
C: 0.451 -0.791 -1.261  0.0163
H: -0.368 -1.461 -1.244  0.2531
H: 2.982 0.899 -0.863  0.2458
H: -2.170 0.560 0.898  0.2548
H: 1.282 0.246 -2.866  0.2431
H: -3.242 -1.021 1.263  0.2612
H: 1.477 2.458 0.964  0.2088
H: -2.458 -0.533 -0.253  0.2245
H: 2.031 2.044 -1.648  0.2376



(7)
Entry from the Open Molecules 2025 dataset: a 2-piece molecular cluster, C5H8N2O2S overall (ωB97M-V/def2-TZVPD).

The value obtained for the frontier orbital gap is 5.5 eV. The value obtained for the total energy is -23217.837 eV. The HOMO energy is -6.70 eV. The value obtained for the energy above the lowest of the compared OMol25 structures with the same formula, charge and spin is 190.5 kcal per mole. The spin multiplicity is 1. The molar mass is 160.2 g/mol. The LUMO energy is -1.211 eV.

Last column: natural (NBO) charge in e.
CARTESIAN COORDINATES (ANGSTROEM)
S: 3.770 0.980 1.424  -0.2556
O: 2.737 -1.447 0.580  -0.7145
O: 4.791 0.164 -1.373  -0.4456
N: -0.302 -1.510 0.230  -0.2096
N: 3.848 0.315 -0.572  -0.0492
C: 3.376 -0.456 0.385  0.5161
C: 0.427 -2.310 0.611  0.4736
C: -0.622 -0.317 -0.310  -0.1018
C: 0.129 0.926 0.445  -0.5942
C: -0.275 -0.356 -1.840  -0.5834
H: 1.239 -2.909 0.975  0.3262
H: -0.120 1.980 0.040  0.2449
H: -0.703 0.578 -2.285  0.2366
H: -1.673 -0.208 -0.073  0.2265
H: 1.169 0.662 0.188  0.2475
H: 0.750 -0.270 -1.955  0.2369
H: -0.728 -1.253 -2.217  0.2166
H: -0.181 0.966 1.513  0.2290



(8)
Entry from the Open Molecules 2025 dataset: a single C5H8N2O2S molecule (ωB97M-V/def2-TZVPD).

The value obtained for the frontier orbital gap (alpha / beta) is 7.3 / 7.3 eV. The value obtained for the total energy is -23218.661 eV. The HOMO energy (alpha / beta) is -7.86 / -7.86 eV. The value obtained for the energy above the lowest of the compared OMol25 structures with the same formula, charge and spin is 171.5 kcal per mole. The spin multiplicity is 1. The molar mass is 160.2 g/mol. The LUMO energy (alpha / beta) is -0.609 / -0.609 eV.

Last column: natural (NBO) charge in e.
CARTESIAN COORDINATES (ANGSTROEM)
S: 0.298 -2.095 -1.845  0.5520
O: 1.082 0.462 -2.588  -0.5541
O: 2.847 -0.035 -3.763  -0.4892
N: 1.897 -0.392 -3.021  0.4348
N: 0.217 -0.041 0.006  -0.3849
C: 0.797 1.846 1.085  -0.6711
C: -0.261 -1.145 -0.606  0.0839
C: 1.720 -1.667 -2.787  -0.4265
C: 0.034 1.184 0.054  0.2366
C: -1.345 -1.774 0.131  -0.6838
H: 1.721 2.437 0.627  0.2567
H: 2.181 -2.434 -3.318  0.2416
H: 0.165 2.503 1.724  0.2306
H: -1.783 -1.262 0.873  0.2383
H: -1.068 -2.596 0.832  0.2559
H: -0.672 1.741 -0.505  0.1916
H: -2.161 -2.202 -0.522  0.2526
H: 1.215 1.065 1.704  0.2350



(9)
Entry from the Open Molecules 2025 dataset: a single C5H8N2O2S molecule (ωB97M-V/def2-TZVPD).

The value obtained for the frontier orbital gap (alpha / beta) is 8.7 / 6.5 eV. The value obtained for the total energy is -23217.139 eV. The HOMO energy (alpha / beta) is -7.97 / -8.89 eV. Its expectation value of S² is 2.01. The value obtained for the energy above the lowest of the compared OMol25 structures with the same formula, charge and spin is 104.3 kcal per mole. The spin multiplicity is 3. The molar mass is 160.2 g/mol. The LUMO energy (alpha / beta) is 0.685 / -2.353 eV.

Last column: natural (NBO) charge in e.
CARTESIAN COORDINATES (ANGSTROEM)
S: 2.590 1.792 -0.511  0.4518
O: 4.187 -1.552 0.384  -0.5866
O: 0.365 0.639 -0.584  -0.4068
N: 1.539 0.600 0.134  -0.1361
N: 2.196 -0.648 0.065  -0.4788
C: -0.787 0.571 0.232  -0.0597
C: 3.582 -0.577 0.021  0.4811
C: -2.812 -0.659 0.253  -0.6031
C: 4.065 0.776 -0.364  -0.0763
C: -1.991 0.333 -0.605  -0.4405
H: -2.088 -1.471 0.418  0.2142
H: -3.715 -0.850 -0.418  0.2161
H: -0.742 1.595 0.764  0.1834
H: -0.510 -0.178 1.076  0.1685
H: -2.444 1.284 -0.918  0.2164
H: -1.730 -0.144 -1.477  0.2169
H: 1.537 -1.388 0.403  0.4248
H: -3.243 -0.122 1.127  0.2148



(10)
Entry from the Open Molecules 2025 dataset: a single C5H8N2O2S3 molecule (ωB97M-V/def2-TZVPD).

The value obtained for the frontier orbital gap is 8.6 eV. As for the SMILES: CSc1snc(N)c1S(C)(=O)=O. The value obtained for the total energy is -44893.941 eV. The HOMO energy is -8.61 eV. The value obtained for the energy above the lowest of the compared OMol25 structures with the same formula, charge and spin is 0.0 kcal per mole. The spin multiplicity is 1. The molar mass is 224.3 g/mol. The LUMO energy is -0.008 eV.

Last column: natural (NBO) charge in e.
CARTESIAN COORDINATES (ANGSTROEM)
S: 0.142 0.063 -0.846  2.2042
S: -0.589 -1.051 3.370  0.6781
S: -0.603 1.898 2.514  0.2688
O: -0.524 -0.793 -1.741  -0.9684
O: -0.040 1.471 -1.042  -0.9313
N: -0.624 -2.339 2.342  -0.6586
N: -0.257 -2.836 0.038  -0.8325
C: -0.197 -0.555 0.859  -0.4911
C: -0.395 0.173 2.130  -0.3410
C: -0.402 -1.946 1.089  0.3595
C: 1.892 -0.434 -1.006  -0.8613
C: -1.698 2.468 1.127  -0.6950
H: -1.953 3.429 1.537  0.2207
H: -1.202 2.591 0.136  0.2704
H: -0.397 -2.444 -0.902  0.4148
H: 2.323 0.213 -1.698  0.2455
H: 1.809 -1.561 -1.246  0.2620
H: -2.519 1.880 1.184  0.2118
H: 2.442 -0.278 -0.062  0.2453
H: -0.804 -3.719 0.010  0.3983